1.
27
Properties=species:S:1:pos:R:3:forces:R:3:lowdin_charge:R:1 method="wB97M-V/def2-TZVPD" de_lowest_kj_mol=131.27 spin_multiplicity=1 charge=-1 energy_ev=-28001.138 gap_ev=8.04
C -0.40620 -1.33027 0.51653 -0.157 -0.570 1.165 -0.214
C -2.91249 -0.26625 -2.06565 0.644 -1.456 -0.007 -0.112
C 1.90499 1.61459 -1.09073 0.150 -0.673 -0.569 -0.075
C -1.55582 -1.57966 -0.36328 -2.051 -0.668 -2.203 -0.206
C -1.96417 -0.17431 -0.84653 -2.043 -1.018 -0.596 -0.251
C 1.67961 1.48902 0.41789 2.249 -3.301 0.597 -0.375
C 1.73565 -0.43551 0.83472 0.189 3.396 -2.022 -0.312
N 0.74499 -1.05945 0.04586 -0.914 0.279 0.335 0.054
O 0.44664 0.33172 3.00949 0.416 0.126 -0.707 -0.379
O 2.90626 0.11543 3.01445 -0.902 -0.350 -0.031 -0.375
O 1.43787 -1.88238 2.82632 0.014 -0.381 0.790 -0.359
O 0.49233 1.95931 0.77351 -2.637 -0.161 2.075 -0.075
S 1.62673 -0.46724 2.58369 1.038 -0.029 0.599 0.408
H -0.79339 -1.30004 1.57323 1.271 0.336 -0.574 0.132
H -2.95601 0.58481 -2.68254 0.053 1.593 -0.416 0.038
H -2.36917 -0.98428 -2.68217 -0.298 -0.205 -0.430 0.056
H -3.94386 -0.63546 -2.02719 0.187 -0.058 0.833 0.067
H 2.23916 2.62710 -1.39840 -0.161 -0.521 0.193 0.069
H 0.94082 1.38981 -1.56975 0.068 0.397 0.202 0.057
H 2.55877 0.82634 -1.57827 -0.240 0.984 1.043 0.085
H -1.40378 -2.11434 -1.38251 0.338 0.307 1.971 0.129
H -2.46642 -2.01976 0.13399 1.157 -0.028 -0.210 0.118
H -2.36378 0.43490 -0.04847 0.299 0.370 0.213 0.111
H -1.03841 0.12405 -1.23498 1.129 1.526 -0.349 0.064
H 2.47198 1.84638 1.13840 -0.251 -0.483 -1.108 0.128
H 2.72419 -0.62645 0.39990 -0.123 -0.225 0.796 0.106
H 0.26350 1.53194 1.70247 0.571 0.816 -1.591 0.111

***

2.
24
Properties=species:S:1:pos:R:3:forces:R:3:lowdin_charge:R:1 method="wB97M-V/def2-TZVPD" de_lowest_kj_mol=9.56 spin_multiplicity=3 charge=+1 energy_ev=-21846.526 gap_ev="6.54 / 6.11"
C 1.66646 -0.17214 1.12392 -0.598 1.374 0.261 -0.366
C -0.88851 -0.79021 -0.39110 -2.119 3.127 2.062 -0.609
C -1.97367 -0.31334 -1.48784 2.955 0.271 1.690 0.044
C 0.98407 -0.03586 -1.73716 0.786 -0.815 -1.012 -0.037
C 0.47201 1.73274 2.26434 0.191 1.951 -3.038 0.005
C -0.62767 0.30895 0.63109 -4.338 0.447 -2.483 -0.111
C 0.45080 -1.21617 -0.88982 -0.476 -0.645 -2.341 -0.480
N 0.44521 0.66373 1.24517 6.115 -0.120 2.438 -0.183
O -1.36687 -1.82028 0.39648 -3.537 -3.399 1.195 -0.048
S 1.42279 -1.82031 0.52696 -0.606 0.447 -0.844 1.307
H 2.38295 -0.12663 1.91950 -0.265 -0.177 1.152 0.102
H 2.25651 0.24495 0.32715 0.556 0.080 -0.771 0.081
H -1.51598 0.61736 -1.88447 -1.404 -0.222 0.402 0.085
H -2.98583 -0.29107 -1.05033 0.611 0.190 -0.455 0.108
H -1.78310 -1.03127 -2.23457 -0.838 -1.036 -1.279 0.070
H 0.23484 0.46031 -2.36675 -0.235 -0.310 0.764 0.090
H 1.44825 0.72775 -1.11944 0.250 0.015 -0.601 0.078
H 1.57990 -0.49625 -2.54683 0.682 0.580 0.774 0.109
H -0.40880 1.70267 2.78124 -1.996 -0.726 2.164 0.059
H 0.35739 2.79524 1.84850 0.482 -1.416 -0.398 0.128
H 1.36511 1.80335 2.82217 0.808 -0.637 0.783 0.082
H -1.39385 1.02883 0.80207 -0.949 0.116 -0.101 0.129
H 0.28593 -2.05943 -1.58910 0.328 0.007 0.668 0.141
H -2.40794 -1.91294 0.60882 3.595 0.898 -1.031 0.214

***

3.
22
Properties=species:S:1:pos:R:3:forces:R:3:lowdin_charge:R:1 method="wB97M-V/def2-TZVPD" de_lowest_kj_mol=301.57 spin_multiplicity=1 charge=0 smiles="C=C/C=C(/C)CC.O" energy_ev=-9530.641 gap_ev=9.43
C -2.29278 -0.86743 1.38330 -4.889 -1.094 0.846 -0.024
C -1.05330 -0.55088 1.28859 2.995 0.003 -0.361 -0.195
C -0.43906 -0.31561 -0.02194 -0.284 0.564 0.742 -0.121
C 0.30036 0.73155 -0.31727 0.058 2.144 -0.382 -0.315
C 0.50273 1.10351 -1.78340 1.269 -1.634 -1.466 -0.080
C 0.80536 1.73465 0.73774 -0.211 0.903 -0.598 -0.182
C 1.39947 3.08562 0.11963 0.091 -0.047 1.869 -0.123
H -2.86541 -1.00387 2.30114 0.897 0.072 0.543 0.052
H -3.10076 -1.02896 0.63567 1.453 0.347 -0.503 0.077
H -0.40412 -0.48485 2.17164 -0.445 0.174 -0.227 0.116
H -0.82826 -0.80478 -0.86668 -0.687 -1.029 -0.777 0.090
H 0.60676 2.19486 -2.00902 -0.120 -1.187 0.375 0.054
H -0.32126 0.66674 -2.49812 1.631 0.689 1.501 0.104
H 1.53713 0.57596 -2.04069 -1.979 1.267 -0.099 0.116
H 1.61606 1.23381 1.33472 -0.755 0.677 -0.364 0.120
H -0.02447 2.03864 1.42665 0.617 -0.628 -0.478 0.111
H 0.91844 3.66216 -0.67653 -0.007 -1.304 -0.729 0.052
H 2.47098 2.82682 -0.04525 -0.720 1.110 -0.225 0.081
H 1.21858 3.92854 0.83974 1.089 -1.044 0.321 0.071
O 0.40684 -4.34475 -0.81822 -0.913 -3.377 3.034 -0.024
H -0.14177 -4.98951 -1.27421 0.345 0.995 -0.692 0.045
H 0.72674 -3.58611 -1.19329 0.565 2.399 -2.331 -0.025

***

4.
22
Properties=species:S:1:pos:R:3:forces:R:3:lowdin_charge:R:1 method="wB97M-V/def2-TZVPD" de_lowest_kj_mol=146.41 spin_multiplicity=1 charge=0 smiles="C=C(/C=C/C)CC.O" energy_ev=-9532.249 gap_ev=9.72
C -2.14192 -1.00791 0.09824 0.284 -0.779 0.217 0.055
C -0.97206 -0.54330 -0.36069 -0.961 0.748 -0.539 -0.347
C -0.68563 0.86195 -0.01436 0.519 0.190 0.553 -0.116
C 0.14531 1.71596 -0.59450 1.580 0.453 -0.575 -0.144
C 0.51191 3.11382 -0.12734 -0.877 -0.643 1.268 -0.094
C -0.05939 -1.35869 -1.22714 0.096 -1.513 0.413 -0.208
C 1.12376 -1.91804 -0.39267 -0.082 0.927 -0.930 -0.090
H -2.45807 -2.04316 -0.00650 0.111 0.107 -0.358 0.070
H -2.81811 -0.40383 0.68269 0.099 0.248 0.144 0.063
H -1.13621 1.17665 0.92666 -0.316 0.171 -0.235 0.117
H 0.80342 1.43857 -1.41125 -0.463 -0.575 -0.388 0.098
H 1.40951 3.55730 -0.54587 -0.031 -0.272 -0.341 0.066
H -0.33193 3.78179 -0.26501 -0.031 0.307 -0.128 0.070
H 0.66456 3.03532 0.95734 0.028 0.319 -0.090 0.076
H 0.33074 -0.88838 -2.12993 -0.085 0.549 0.240 0.108
H -0.61634 -2.22094 -1.61318 -0.146 0.153 0.134 0.105
H 1.68757 -2.62987 -0.99576 0.076 -0.021 0.172 0.073
H 0.80702 -2.35981 0.54355 -0.060 -0.170 0.016 0.065
H 1.75223 -1.04640 -0.19474 0.337 -0.265 0.277 0.065
O 0.68628 -0.83016 2.60757 0.527 0.089 0.575 -0.047
H 1.37622 -0.52535 2.01318 0.069 0.042 -0.008 0.024
H -0.07885 -0.90553 2.04971 -0.673 -0.064 -0.416 -0.009

***

5.
22
Properties=species:S:1:pos:R:3:forces:R:3:lowdin_charge:R:1 method="wB97M-V/def2-TZVPD" de_lowest_kj_mol=237.69 spin_multiplicity=1 charge=0 smiles="CC(=O)C(C)C.C=C" energy_ev=-9531.303 gap_ev=10.04
C -0.56078 1.00948 1.50900 1.005 0.546 -0.100 -0.034
C -0.53438 0.64039 0.04383 -4.037 -2.597 -0.682 -0.471
O -1.18392 1.27240 -0.78325 1.717 -0.470 0.898 0.046
C -0.41350 -1.05242 -0.21233 -0.174 1.657 -0.229 -0.360
C -1.66493 -1.66013 0.40773 -0.178 0.102 0.364 -0.087
C -0.34642 -1.35262 -1.70602 0.188 0.217 -0.056 -0.085
H -0.26216 2.05472 1.61253 -0.047 -0.095 0.114 0.086
H -1.57681 0.90845 1.89272 0.015 -0.129 -0.220 0.091
H 0.11447 0.37257 2.08264 -0.048 0.076 0.067 0.084
H 0.46681 -1.45935 0.29892 -0.026 0.171 0.015 0.123
H -1.78702 -2.70486 0.10402 0.063 0.145 -0.037 0.079
H -2.55883 -1.10537 0.10730 0.057 -0.113 -0.051 0.092
H -1.61456 -1.65171 1.49993 -0.056 0.048 -0.057 0.074
H 0.64608 -1.12879 -2.10928 -0.086 0.009 -0.019 0.074
H -1.07103 -0.74741 -2.25923 0.038 -0.048 0.155 0.083
H -0.55486 -2.40672 -1.91362 0.045 0.095 0.124 0.077
C 1.76488 1.23596 -0.54161 -0.209 -2.081 0.361 -0.077
C 2.55541 1.81091 0.36272 -0.448 -0.197 -0.257 -0.048
H 1.17792 0.19888 -0.35126 2.351 2.724 -0.480 0.073
H 1.64822 1.62533 -1.54930 -0.135 0.051 0.181 0.075
H 2.69369 1.39198 1.35489 -0.040 0.043 -0.080 0.052
H 3.06173 2.74829 0.14966 0.006 -0.154 -0.011 0.052

***

6.
23
Properties=species:S:1:pos:R:3:forces:R:3:lowdin_charge:R:1 method="wB97M-V/def2-TZVPD" de_lowest_kj_mol=247.24 spin_multiplicity=1 charge=0 smiles=OC[C@@H](O)CC1CCC1 energy_ev=-11578.746 gap_ev=10.22
O 3.36772 0.88414 -0.97483 -0.608 -2.253 1.291 -0.112
C 2.77175 -0.39377 -0.26206 2.468 -1.091 -1.638 -0.084
C 1.52068 -0.14474 0.53499 0.943 2.231 -1.363 -0.402
O 1.49801 1.25814 0.36033 -0.531 2.944 0.010 -0.107
C 0.27602 -0.79642 -0.03388 -0.107 -0.261 -0.056 -0.137
C -1.02077 -0.26558 0.55258 0.062 -0.012 0.257 -0.321
C -1.59306 1.09333 0.08290 0.120 0.294 -0.019 -0.153
C -3.00736 0.47555 0.14082 -0.261 0.094 0.014 -0.178
C -2.34808 -0.92138 0.10557 -0.059 -0.265 -0.048 -0.156
H 3.76721 0.61079 -1.80389 -0.080 -0.204 -0.085 0.084
H 3.56950 -0.78535 0.38837 -0.080 0.304 -0.477 0.119
H 2.56771 -1.12021 -1.06479 0.321 0.252 0.150 0.117
H 1.66821 -0.41697 1.59478 -0.115 0.228 -0.263 0.150
H 2.22801 1.68447 -0.32338 -2.353 -2.245 2.225 0.142
H 0.26640 -0.67307 -1.12947 0.013 0.047 0.225 0.129
H 0.34323 -1.87857 0.16551 -0.039 0.111 -0.059 0.129
H -0.95789 -0.27996 1.65311 -0.022 0.026 -0.234 0.148
H -1.38646 1.97688 0.70201 -0.017 -0.292 -0.227 0.106
H -1.28946 1.30942 -0.95170 -0.042 -0.058 0.266 0.113
H -3.49432 0.66746 1.10730 0.119 -0.053 -0.249 0.103
H -3.70982 0.72917 -0.66464 0.182 -0.079 0.236 0.097
H -2.26939 -1.30236 -0.92376 -0.016 0.090 0.230 0.110
H -2.76783 -1.71096 0.74412 0.100 0.193 -0.188 0.102